No. 1
{"formula": "C22H37N3O2PPdS", "method": "ωB97M-V/def2-TZVPD", "species": ["Pd", "C", "C", "C", "C", "C", "H", "H", "H", "H", "H", "C", "C", "C", "O", "C", "H", "H", "H", "H", "H", "H", "H", "H", "O", "P", "N", "C", "C", "C", "C", "N", "C", "C", "C", "C", "N", "C", "C", "C", "C", "H", "H", "H", "H", "H", "H", "H", "H", "H", "H", "H", "H", "H", "H", "H", "H", "H", "H", "H", "H", "H", "H", "H", "H", "S", "C"], "coordinates": [[-0.000099, -1.219314, -1.389434], [0.812801, -3.308997, -1.462333], [-0.556969, -3.536303, -2.000976], [-0.664940, -2.836780, -3.139995], [0.624088, -2.126385, -3.365993], [1.540180, -2.522680, -2.379001], [1.223268, -3.778800, -0.580452], [-1.321671, -4.149541, -1.552369], [-1.528048, -2.798482, -3.783876], [0.871379, -1.539903, -4.239144], [2.594372, -2.305433, -2.353410], [-3.795309, 0.446040, -3.857839], [-2.853834, 1.649308, -3.935458], [-1.504684, 0.996753, -3.732740], [-1.746575, -0.037955, -2.744270], [-3.153720, -0.425191, -2.785425], [-3.819242, -0.075396, -4.814816], [-4.814260, 0.721197, -3.595954], [-3.057528, 2.353624, -3.125789], [-2.919655, 2.183168, -4.881501], [-0.739223, 1.663509, -3.336059], [-1.138405, 0.536070, -4.654313], [-3.568416, -0.245675, -1.792964], [-3.221113, -1.489546, -2.999610], [-0.692097, -1.793989, 0.623958], [-0.114278, -0.633349, 1.414416], [1.307273, 1.368684, -0.106911], [2.114754, 1.362102, -1.338335], [2.524344, 2.824278, -1.508915], [2.650415, 3.325324, -0.067991], [1.506728, 2.619763, 0.652191], [-1.094956, -0.179605, 2.609142], [-0.744542, 0.947800, 3.524828], [-2.066419, 1.672378, 3.746344], [-3.086212, 0.537058, 3.693290], [-2.583208, -0.342942, 2.553155], [1.337503, -0.793302, 2.107380], [1.440317, -1.531763, 3.413509], [2.769763, -2.263789, 3.306039], [3.621058, -1.306440, 2.481795], [2.652974, -0.809355, 1.412232], [1.527721, 0.967196, -2.163410], [2.987438, 0.716865, -1.199077], [1.746006, 3.371517, -2.041837], [3.452618, 2.913288, -2.068279], [2.561118, 4.406083, 0.015496], [3.612070, 3.033594, 0.356712], [0.573502, 3.187544, 0.621911], [1.734409, 2.386892, 1.695094], [0.035666, 1.572325, 3.091164], [-0.368760, 0.542848, 4.464709], [-2.253127, 2.402887, 2.955237], [-2.072593, 2.197823, 4.699013], [-4.102124, 0.878872, 3.509682], [-3.080736, -0.011919, 4.635754], [-2.970158, 0.017885, 1.602318], [-2.856062, -1.391277, 2.644249], [0.593417, -2.200249, 3.549922], [1.453305, -0.818194, 4.236713], [2.639835, -3.210426, 2.777374], [3.192681, -2.475763, 4.285155], [4.502255, -1.773804, 2.046920], [3.950017, -0.469398, 3.101082], [2.633368, -1.497436, 0.561264], [2.918125, 0.180891, 1.049191], [-1.327632, 1.254043, -0.443149], [0.111819, 0.661741, 0.004405]], "atomic_forces_ev_per_a": [[-0.72, -1.53, 0.22], [-0.19, 0.78, 0.13], [0.20, -0.39, 0.22], [0.31, 0.12, -0.76], [-0.31, 0.49, 0.18], [0.27, -0.44, -0.29], [-0.12, 0.08, 0.08], [0.06, 0.03, 0.16], [0.05, 0.13, -0.04], [-0.10, 0.03, 0.01], [0.02, 0.04, 0.05], [0.00, 0.04, 0.01], [-0.04, 0.03, -0.02], [-0.07, -0.18, 0.00], [-0.09, 0.09, -0.26], [0.10, 0.10, -0.01], [-0.01, -0.01, 0.00], [-0.01, 0.00, -0.03], [0.01, 0.00, -0.01], [-0.02, 0.00, 0.02], [0.01, 0.00, 0.03], [0.00, -0.02, -0.01], [-0.01, 0.02, 0.03], [0.01, -0.03, 0.00], [0.12, 0.92, 0.06], [0.03, -0.75, -0.16], [-0.28, 0.70, -0.76], [0.08, 0.22, 0.00], [0.10, 0.07, 0.10], [0.04, -0.06, -0.07], [0.46, -0.10, 0.22], [-0.29, 0.51, -0.18], [-0.08, -0.19, -0.01], [-0.01, 0.00, 0.03], [0.06, -0.06, 0.02], [0.05, -0.06, 0.00], [0.55, 0.06, 0.17], [0.05, 0.04, -0.06], [-0.03, -0.01, -0.02], [0.04, 0.05, 0.04], [-0.27, -0.22, 0.10], [-0.15, -0.15, 0.02], [-0.03, -0.07, 0.11], [-0.02, -0.03, 0.00], [-0.02, 0.01, -0.02], [0.01, -0.02, 0.00], [-0.03, 0.00, 0.02], [-0.12, -0.11, -0.08], [-0.12, -0.09, 0.02], [-0.01, 0.04, 0.00], [0.02, -0.03, 0.01], [0.02, -0.05, -0.02], [-0.01, 0.04, -0.02], [0.00, 0.01, 0.02], [0.00, -0.03, -0.01], [0.06, 0.04, -0.12], [0.08, -0.02, 0.09], [-0.03, -0.01, -0.02], [0.00, 0.06, -0.01], [0.00, 0.00, 0.01], [0.01, -0.02, 0.00], [0.00, 0.02, 0.00], [0.01, -0.01, -0.01], [-0.03, 0.02, -0.05], [0.05, 0.06, 0.06], [-0.36, 0.20, -0.58], [0.65, -0.37, 1.40]], "e_tot_ha": -2042.042148, "e_homo_ev": [-14.250, -14.223], "total_charge": 2, "spin_multiplicity": 2, "homo_lumo_gap_ev": [6.84, 5.11], "e_lumo_ev": [-7.413, -9.115]}



No. 2
{"formula": "C5H5N", "method": "ωB97M-V/def2-TZVPD", "species": ["C", "C", "C", "C", "C", "N", "H", "H", "H", "H", "H"], "coordinates": [[1.993344, -0.592331, 0.593474], [1.006572, -0.057749, -0.058524], [-0.226035, 0.381533, -0.189619], [-1.346748, -0.525156, -0.627989], [-0.476484, 1.756198, 0.144853], [-0.671415, 2.857378, 0.447942], [1.575603, -0.688085, 1.587635], [3.011244, -0.871191, 0.334709], [-1.077555, -1.569769, -0.442168], [-2.273152, -0.300528, -0.092608], [-1.515373, -0.390300, -1.697709]], "atomic_forces_ev_per_a": [[-0.28, 0.18, 0.03], [-0.14, 0.01, 0.23], [0.22, 0.00, -0.24], [-0.12, -0.01, -0.14], [-0.20, 1.03, 0.04], [0.12, -1.02, -0.28], [0.88, -0.56, 0.59], [-0.41, 0.19, -0.11], [-0.01, 0.23, -0.07], [0.14, 0.04, -0.08], [-0.19, -0.09, 0.04]], "e_tot_ha": -248.189955, "e_homo_ev": -9.832, "total_charge": 0, "homo_lumo_gap_ev": 10.22, "e_lumo_ev": 0.392}



No. 3
{"formula": "C2H2O2", "method": "ωB97M-V/def2-TZVPD", "species": ["O", "C", "C", "O", "H", "H"], "coordinates": [[1.872261, -0.204329, 0.158441], [0.788777, 0.350563, 0.063860], [-0.727894, -0.303613, 0.060131], [-1.868450, 0.133035, 0.155028], [0.608852, 1.361614, -0.214762], [-0.673546, -1.337270, -0.222696]], "atomic_forces_ev_per_a": [[-2.91, 0.74, 0.00], [-0.44, -1.11, 0.07], [-0.76, -0.83, -0.05], [2.94, 0.78, 0.22], [0.73, 1.64, -0.13], [0.44, -1.22, -0.11]], "e_tot_ha": -227.819661, "e_homo_ev": -10.030, "total_charge": 0, "homo_lumo_gap_ev": 9.04, "e_lumo_ev": -0.991}



No. 4
{"formula": "C4H3N2", "method": "ωB97M-V/def2-TZVPD", "species": ["C", "C", "C", "C", "N", "N", "H", "H", "H"], "coordinates": [[-3.272697, 0.221788, 0.212731], [-1.343816, 0.089061, -0.053080], [0.059528, 0.022668, 0.055084], [1.312317, 0.096477, 0.139829], [-3.952507, -0.552212, -0.265071], [-2.139497, 0.678272, 0.700366], [-1.644590, -0.428062, -1.021411], [2.202293, -0.458905, -0.069054], [1.386721, 0.851207, 0.885457]], "atomic_forces_ev_per_a": [[-2.02, 0.33, 0.52], [3.01, -1.05, -2.61], [0.67, 0.66, 0.28], [-0.79, -1.48, -0.58], [-2.39, -0.91, -0.79], [0.49, 0.95, 1.50], [0.38, 0.17, 0.93], [0.38, -0.29, -0.45], [0.27, 1.61, 1.22]], "e_tot_ha": -263.221063, "e_homo_ev": [-16.145, -16.145], "total_charge": 1, "homo_lumo_gap_ev": [7.94, 7.94], "e_lumo_ev": [-8.201, -8.200]}



Result set for relative energy (zero: lowest compared OMol25 entry of this formula, charge and spin): 0.000, 2.315, 0.766, 2.683 eV, one per record in the order listed.